{"formula": "C17H26N4O3", "method": "wB97M-V/def2-TZVPD", "species": ["C", "N", "C", "C", "C", "C", "C", "C", "O", "N", "C", "C", "C", "O", "N", "C", "C", "N", "C", "C", "O", "C", "C", "C", "H", "H", "H", "H", "H", "H", "H", "H", "H", "H", "H", "H", "H", "H", "H", "H", "H", "H", "H", "H", "H", "H", "H", "H", "H", "H"], "coordinates": [[3.419, 3.402, 0.041], [2.250, 3.364, -0.848], [2.488, 4.255, -1.993], [1.254, 4.348, -2.904], [0.796, 2.969, -3.391], [0.582, 2.043, -2.185], [1.810, 1.986, -1.229], [1.425, 1.062, -0.006], [1.119, 1.579, 1.076], [1.388, -0.301, -0.148], [0.944, -1.102, 1.017], [-0.588, -1.104, 1.228], [-1.094, -2.251, 2.093], [-0.621, -3.376, 1.970], [-2.068, -1.962, 2.960], [-2.710, -2.935, 3.849], [-4.146, -3.181, 3.440], [-5.228, -2.694, 4.004], [-6.218, -3.184, 3.280], [-5.730, -3.976, 2.254], [-4.381, -3.970, 2.359], [1.770, -0.992, -1.406], [1.946, -2.501, -1.519], [0.746, -1.830, -2.142], [3.243, 2.869, 0.976], [4.300, 2.965, -0.432], [3.662, 4.429, 0.321], [2.726, 5.256, -1.626], [3.363, 3.918, -2.553], [0.453, 4.867, -2.373], [1.488, 4.979, -3.761], [-0.123, 3.056, -3.973], [1.548, 2.542, -4.057], [-0.288, 2.392, -1.623], [0.315, 1.048, -2.541], [2.662, 1.510, -1.708], [1.268, -2.129, 0.889], [1.447, -0.812, 1.942], [-0.945, -0.118, 1.523], [-1.071, -1.246, 0.264], [-2.394, -1.011, 3.006], [-2.160, -3.878, 3.918], [-2.690, -2.524, 4.860], [-7.254, -2.965, 3.497], [-6.166, -4.553, 1.448], [2.494, -0.447, -2.011], [2.741, -2.869, -2.169], [1.777, -3.193, -0.695], [-0.237, -1.990, -1.698], [0.688, -1.743, -3.227]], "forces_ev_per_angstrom": [[-0.518, -0.327, 0.055], [-0.390, -0.250, 0.629], [-0.900, -0.531, 0.035], [0.371, -0.095, -0.153], [0.182, 0.199, 0.677], [0.225, 0.132, -0.054], [-0.110, 0.319, 0.298], [-0.235, 1.491, 1.033], [0.237, -0.642, -1.153], [0.487, -0.598, -0.470], [-0.210, -0.226, 0.059], [0.058, 0.385, -0.436], [1.319, -0.633, -0.626], [-0.197, 0.338, 0.082], [-0.671, -0.037, 0.694], [-0.416, 0.232, -0.033], [0.537, 0.313, 0.627], [2.928, 0.146, 0.482], [-2.043, -1.704, -2.487], [-0.950, 0.655, 0.750], [0.054, 0.543, 0.814], [-0.456, -0.347, 0.680], [-0.085, -0.057, 0.152], [0.105, 0.191, -0.559], [-0.225, -0.074, -0.164], [0.348, -0.113, -0.210], [-0.151, 0.038, -0.221], [-0.013, -0.122, 0.204], [0.254, -0.145, -0.390], [-0.074, -0.183, 0.158], [0.127, 0.054, -0.078], [-0.044, -0.043, 0.046], [0.139, -0.023, -0.031], [0.123, 0.109, 0.189], [0.194, -0.187, 0.110], [0.240, -0.286, -0.546], [-0.118, -0.041, -0.336], [-0.052, 0.561, -0.248], [0.149, 0.008, 0.430], [-0.001, -0.230, -0.294], [-0.022, -0.060, 0.072], [0.116, 0.284, -0.563], [-0.329, 0.016, -0.076], [0.077, -0.057, -0.065], [0.091, 0.174, 0.245], [-0.403, 0.019, 0.245], [-0.197, 0.347, 0.069], [-0.079, 0.427, -0.047], [0.400, 0.065, 0.162], [0.129, -0.032, 0.242]], "nbo_charge": [-0.417, -0.429, -0.211, -0.404, -0.394, -0.403, -0.120, 0.698, -0.639, -0.443, -0.213, -0.497, 0.676, -0.644, -0.596, -0.282, 0.464, -0.455, -0.108, 0.038, -0.387, -0.047, -0.430, -0.442, 0.225, 0.155, 0.202, 0.204, 0.153, 0.206, 0.207, 0.211, 0.193, 0.214, 0.215, 0.167, 0.227, 0.225, 0.227, 0.223, 0.404, 0.257, 0.230, 0.213, 0.214, 0.224, 0.222, 0.232, 0.223, 0.216], "e_tot_ev": -30152.783, "smiles": "CN1CCCC[C@@H]1C(=O)N(CCC(=O)NCc1ncco1)C1CC1", "mol_weight_da": 334.420, "gap_ev": 9.11}

{"formula": "C17H26NO3", "method": "wB97M-V/def2-TZVPD", "species": ["C", "N", "C", "C", "C", "O", "C", "O", "C", "C", "C", "C", "C", "C", "C", "C", "O", "C", "C", "C", "C", "H", "H", "H", "H", "H", "H", "H", "H", "H", "H", "H", "H", "H", "H", "H", "H", "H", "H", "H", "H", "H", "H", "H", "H", "H", "H"], "coordinates": [[-3.687, -0.093, -0.542], [-2.613, 0.910, -0.537], [-2.637, 1.698, -1.779], [-2.684, 1.764, 0.672], [-1.405, 2.591, 0.851], [-0.277, 1.765, 0.608], [0.076, 0.919, 1.606], [-0.482, 0.919, 2.667], [1.116, -0.085, 1.177], [2.332, 0.476, 0.475], [2.262, 1.281, -0.656], [3.418, 1.726, -1.276], [4.660, 1.373, -0.779], [4.740, 0.577, 0.350], [3.587, 0.132, 0.969], [0.378, -1.157, 0.317], [-0.323, -0.545, -0.769], [1.330, -2.236, -0.207], [0.415, -3.413, -0.568], [-0.863, -3.237, 0.275], [-0.637, -1.977, 1.119], [-3.652, -0.695, 0.363], [-3.572, -0.752, -1.400], [-4.658, 0.397, -0.599], [-1.681, 0.389, -0.522], [-2.585, 1.031, -2.637], [-3.558, 2.277, -1.838], [-1.787, 2.374, -1.816], [-3.552, 2.422, 0.609], [-2.794, 1.114, 1.544], [-1.374, 2.981, 1.874], [-1.333, 3.419, 0.145], [1.445, -0.584, 2.092], [1.309, 1.601, -1.049], [3.344, 2.354, -2.151], [5.557, 1.722, -1.265], [5.703, 0.301, 0.752], [3.663, -0.487, 1.851], [0.341, -0.222, -1.393], [2.020, -2.515, 0.588], [1.918, -1.887, -1.055], [0.906, -4.361, -0.361], [0.173, -3.393, -1.630], [-1.728, -3.110, -0.375], [-1.050, -4.099, 0.910], [-0.199, -2.235, 2.081], [-1.558, -1.428, 1.311]], "forces_ev_per_angstrom": [[-0.507, -0.546, 0.002], [0.431, -0.216, 0.077], [0.066, 0.337, -0.585], [0.362, 0.453, 0.664], [-0.322, 0.096, 0.220], [0.177, 0.198, -0.134], [0.004, -0.168, 0.219], [-0.060, 0.022, 0.119], [-0.111, -0.014, -0.258], [-0.007, 0.032, 0.149], [0.000, 0.035, -0.120], [0.008, -0.011, -0.092], [0.037, 0.017, -0.004], [0.059, -0.017, -0.021], [-0.066, 0.027, -0.024], [0.511, -0.387, 0.848], [-0.053, -0.262, -0.441], [-0.280, 0.043, -0.169], [0.032, -0.020, -0.072], [-0.071, -0.014, 0.017], [0.027, 0.051, -0.343], [0.109, 0.092, 0.032], [0.078, 0.069, -0.029], [0.067, 0.089, -0.002], [-0.417, 0.216, -0.032], [0.004, -0.066, 0.072], [-0.012, -0.055, 0.098], [0.027, -0.029, 0.089], [-0.029, -0.108, -0.084], [-0.034, -0.023, -0.187], [-0.111, -0.012, -0.203], [-0.004, -0.088, 0.063], [-0.108, 0.068, -0.111], [-0.030, 0.051, 0.003], [0.006, 0.060, -0.075], [0.094, 0.038, -0.041], [0.100, -0.027, 0.039], [-0.011, -0.073, 0.114], [-0.026, 0.019, -0.053], [0.090, 0.064, 0.069], [0.113, 0.061, 0.044], [0.017, -0.048, -0.075], [0.034, -0.061, 0.002], [-0.044, -0.056, 0.015], [-0.103, -0.030, -0.005], [0.023, 0.089, 0.076], [-0.072, 0.104, 0.129]], "nbo_charge": [-0.417, -0.409, -0.424, -0.254, -0.098, -0.536, 0.822, -0.573, -0.396, 0.044, -0.266, -0.185, -0.202, -0.189, -0.218, 0.312, -0.765, -0.431, -0.410, -0.407, -0.422, 0.234, 0.235, 0.228, 0.504, 0.236, 0.229, 0.232, 0.233, 0.246, 0.242, 0.208, 0.257, 0.205, 0.219, 0.227, 0.227, 0.215, 0.502, 0.224, 0.225, 0.226, 0.213, 0.201, 0.227, 0.231, 0.197], "total_charge": 1, "e_tot_ev": -25678.293, "smiles": "C[NH+](C)CCOC(=O)[C@H](c1ccccc1)C1(O)CCCC1", "mol_weight_da": 292.399, "gap_ev": 9.56}